1.
Molecular formula: C7H13N3S
Method: DFT, the ωB97M-V functional and the def2-TZVPD basis

Structure (XYZ):
```
24
Properties=species:S:1:pos:R:3:forces:R:3
C 1.638551 -0.867982 0.654736 0.71 -0.76 -1.02
C 1.224462 0.944847 -0.986049 -0.95 -0.74 1.14
C -1.862186 -0.343645 -0.023717 -1.64 -4.16 2.31
C -0.862464 0.601504 2.047077 -0.95 -0.30 0.10
C -0.998546 -1.908020 1.769867 4.76 -0.18 0.15
C 1.390742 1.821673 -3.584924 0.73 1.58 0.48
C -0.784795 -0.556752 1.021806 -0.62 1.33 0.66
N 2.719168 -0.395908 0.028164 1.28 -0.37 0.38
N 2.374768 0.600558 -0.765143 0.21 0.47 -0.44
N 0.487597 -0.408621 0.394181 -0.07 1.55 -2.17
S 0.337864 1.938767 -2.076469 0.13 -0.36 -0.15
H 1.832011 -1.813573 1.098399 -0.02 -0.43 1.27
H -2.113275 0.569076 -0.378094 0.04 3.37 -0.77
H -1.744364 -0.992351 -0.892782 -0.13 -0.32 0.21
H -2.762292 -0.645856 0.634937 0.69 0.24 -1.70
H -0.689447 0.138546 3.015427 0.81 0.79 0.25
H -0.305954 1.479609 1.729330 0.74 -0.34 0.38
H -1.849448 1.025876 2.135633 -0.86 -0.24 -0.09
H -0.360860 -1.962823 2.740330 -1.09 0.48 -1.40
H -1.956971 -2.223214 2.023804 -1.80 -0.13 0.06
H -0.458565 -2.671674 1.166117 -0.88 0.07 0.11
H 2.185605 2.620176 -3.521977 -0.32 -1.38 0.35
H 0.819888 2.223424 -4.398308 -0.91 -0.16 -0.41
H 1.738511 0.826361 -3.832345 0.12 -0.01 0.29
```
Positions in Å, forces in eV/Å.

Properties
**Net charge**: 0
**Molar mass**: 171.27 u

***

2.
Molecular formula: C7H13N4
Method: DFT, the ωB97M-V functional and the def2-TZVPD basis

Structure (XYZ):
```
24
Properties=species:S:1:pos:R:3:forces:R:3
C -0.863671 -2.302644 -0.209915 0.67 -1.96 -0.12
C -1.362545 -0.900129 0.060021 -0.25 0.25 1.72
C -0.440237 0.159302 -0.546703 -3.00 2.56 0.19
C -0.881929 1.564272 0.196355 1.85 -0.51 -1.41
N -1.828571 2.315425 -0.322287 -0.05 -2.14 -1.41
N -0.127660 1.991748 1.198147 0.09 -1.08 -0.09
N 0.889745 -0.107128 -0.391213 1.44 0.35 1.78
C 1.490384 -0.628435 0.758465 0.46 -1.00 0.00
C 2.842701 -0.716997 0.432194 -2.78 0.69 -0.23
N 3.023412 -0.152175 -0.823017 1.72 -0.21 0.84
C 1.881200 0.275017 -1.237674 -0.17 -1.42 -0.35
H -0.078392 -2.582777 0.513408 -0.67 -0.08 -0.02
H -0.259561 -2.430745 -1.155239 -1.14 0.41 0.51
H -1.683371 -3.097350 -0.172786 1.11 1.24 -0.08
H -2.331554 -0.784674 -0.380261 -0.67 0.22 -0.24
H -1.530774 -0.678177 1.216776 0.52 -0.63 -2.28
H -0.609524 0.346708 -1.634125 -0.23 -0.28 0.74
H -2.349408 2.177266 -1.188268 0.56 -0.82 0.36
H -2.159090 3.085163 0.130678 -0.76 2.66 1.71
H 0.740539 1.402448 1.383350 -1.44 1.14 0.16
H -0.390044 2.826876 1.745904 0.64 -0.78 -0.41
H 0.891241 -1.074743 1.601940 0.89 0.74 -1.16
H 3.496662 -1.269548 1.067417 1.05 0.21 -0.20
H 1.640446 0.581291 -2.243163 0.16 0.42 -0.01
```
Positions in Å, forces in eV/Å.

Properties
**Net charge**: +1
**SMILES string**: CC[C@@H](C(N)=[NH2+])n1ccnc1
**Molar mass**: 153.21 u

***

E_tot (eV)
-22771.2415 -13423.1886
Kohn-Sham gap (eV)
8.47 9.26